Record 1
Molecular formula: C3H9N2
Method: DFT, ωB97M-V with the def2-TZVPD basis set

```
14
Properties=species:S:1:pos:R:3:mulliken_spin:R:1
C 0.964 -0.406 -0.517 0.081
N 1.810 -0.052 0.586 -0.005
H 0.426 -1.339 -0.402 0.030
H 1.589 -0.432 -1.408 -0.088
H 2.795 0.050 0.411 -0.003
H 1.592 -0.558 1.427 0.019
C -1.788 -0.683 0.540 0.515
C -1.280 0.556 0.175 0.364
N -0.077 0.662 -0.677 0.064
H -2.645 -0.723 1.192 0.005
H -1.427 -1.560 0.016 0.014
H -1.809 1.462 0.423 0.007
H -0.295 0.796 -1.703 0.041
H 0.179 1.566 -0.298 -0.044
```

As for the multiplicity: 2. For the HOMO-LUMO gap (alpha / beta), the calculation gives 4.31 / 8.55 eV. The highest occupied orbital energy (alpha / beta) is -0.1308 / -0.2924 Eh.

Record 2
Molecular formula: C39H43N4O3PSSiTi
Method: DFT, ωB97M-V with the def2-TZVPD basis set

```
93
Properties=species:S:1:pos:R:3:lowdin_charge:R:1
Ti -0.065 -0.109 -0.447 0.899
C -0.985 4.013 -2.677 -0.010
C -0.929 2.546 -2.288 -0.426
O -0.704 2.222 -1.100 -0.076
C -1.038 1.615 -3.348 -0.007
C -0.956 0.255 -3.086 -0.325
C -0.493 -0.737 -4.116 -0.025
N -1.357 -0.240 -1.894 -0.119
N -2.513 0.290 -1.386 0.091
C -2.574 0.458 -0.104 -0.459
O -1.523 0.340 0.668 -0.240
C -3.923 0.670 0.457 -0.142
C -4.135 0.933 1.808 -0.035
C -5.423 1.057 2.300 -0.090
C -6.511 0.920 1.458 -0.097
C -6.312 0.651 0.112 -0.082
C -5.030 0.526 -0.383 -0.024
H -0.904 4.645 -1.796 0.078
H -0.180 4.247 -3.369 0.082
H -1.928 4.221 -3.180 0.085
H -0.979 1.982 -4.362 0.112
H 0.122 -0.264 -4.878 0.081
H 0.061 -1.543 -3.630 0.034
H -1.367 -1.175 -4.602 0.091
H -3.290 1.042 2.471 0.103
H -5.579 1.257 3.351 0.100
H -7.514 1.017 1.846 0.098
H -7.162 0.529 -0.545 0.101
H -4.850 0.313 -1.425 0.106
N 1.003 -0.984 1.526 0.021
C 1.941 -0.404 2.409 -0.300
C 2.775 -1.181 3.204 -0.022
C 3.614 -0.579 4.125 -0.077
C 3.605 0.797 4.276 -0.080
C 2.824 1.580 3.442 -0.069
C 2.006 0.993 2.485 -0.284
P 1.093 1.891 1.152 1.170
C 2.562 2.458 0.209 -0.355
C 3.800 1.825 0.265 -0.081
C 4.828 2.224 -0.574 -0.086
C 4.636 3.255 -1.477 -0.086
C 3.409 3.898 -1.530 -0.075
C 2.381 3.501 -0.697 -0.103
C 0.698 3.412 2.100 -0.336
C -0.553 3.484 2.705 -0.077
C -0.903 4.593 3.455 -0.076
C -0.004 5.639 3.607 -0.085
C 1.242 5.574 3.007 -0.078
C 1.592 4.466 2.259 -0.104
H 1.146 -1.990 1.426 0.078
H 0.042 -0.782 1.818 0.084
H 2.760 -2.258 3.104 0.113
H 4.260 -1.187 4.739 0.104
H 4.227 1.264 5.026 0.103
H 2.854 2.656 3.536 0.101
H 3.964 1.004 0.949 0.110
H 5.782 1.718 -0.524 0.106
H 5.434 3.550 -2.142 0.102
H 3.259 4.707 -2.230 0.105
H 1.416 3.983 -0.747 0.103
H -1.250 2.665 2.568 0.095
H -1.879 4.648 3.918 0.104
H -0.274 6.508 4.189 0.101
H 1.946 6.386 3.121 0.105
H 2.563 4.422 1.788 0.104
C 1.766 -5.337 -2.400 -0.223
Si 0.159 -5.790 -1.490 0.583
C 0.571 -7.071 -0.122 -0.176
C -1.059 -6.576 -2.743 -0.175
C -0.839 -4.451 -0.580 -0.250
C -2.013 -4.797 0.065 -0.084
C -2.751 -3.847 0.769 -0.053
C -2.269 -2.557 0.822 -0.107
N -1.150 -2.184 0.207 -0.045
C -0.456 -3.099 -0.496 -0.722
S 0.947 -2.455 -1.231 0.754
H 2.215 -6.230 -2.826 0.026
H 2.492 -4.878 -1.740 0.002
H 1.589 -4.635 -3.206 0.009
H 1.053 -7.948 -0.543 0.021
H -0.327 -7.406 0.392 0.018
H 1.239 -6.659 0.631 0.025
H -0.615 -7.444 -3.224 0.022
H -1.340 -5.874 -3.524 0.027
H -1.975 -6.903 -2.257 0.018
H -2.360 -5.821 0.036 0.101
H -3.667 -4.112 1.272 0.101
H -2.787 -1.790 1.386 0.113
C 2.191 0.493 -2.343 -0.144
O 1.308 0.377 -1.297 -0.446
H 3.223 0.535 -1.972 0.086
H 1.994 1.412 -2.917 0.102
H 2.103 -0.376 -3.011 0.078
```

For the HOMO-LUMO gap, the calculation gives 7.61 eV. The highest occupied orbital energy is -0.2652 Eh.

Record 3
Molecular formula: C38H26Br3FGeN2O3Tc
Method: DFT, ωB97M-V with the def2-TZVPD basis set

```
75
Properties=species:S:1:pos:R:3:mulliken_spin:R:1
Tc -1.624 1.352 -1.263 2.033
Br -5.602 2.622 1.599 0.003
C -4.253 3.742 0.921 0.010
C -4.304 5.134 1.142 -0.010
C -3.338 5.960 0.652 0.017
Br -3.447 7.813 0.995 0.001
C -2.264 5.444 -0.111 -0.009
C -1.220 6.188 -0.701 0.003
C -0.273 5.546 -1.450 -0.004
C -0.334 4.155 -1.613 -0.007
N -1.287 3.427 -1.065 -0.016
C -2.250 4.057 -0.321 0.023
C -3.232 3.184 0.207 -0.005
O -3.077 1.879 -0.046 0.065
H -5.127 5.550 1.707 0.000
H -1.180 7.261 -0.558 0.000
H 0.527 6.096 -1.926 0.000
H 0.400 3.624 -2.209 -0.005
Br -3.615 -1.185 0.516 0.004
C -2.962 -1.532 -1.210 -0.019
C -3.355 -2.717 -1.812 -0.001
C -2.872 -3.023 -3.068 -0.002
C -2.004 -2.136 -3.681 -0.004
C -1.676 -0.979 -3.027 0.008
N -2.145 -0.647 -1.795 0.012
C -0.705 0.010 -3.634 -0.005
O -0.206 -0.184 -4.706 0.027
O -0.474 1.039 -2.838 0.019
H -4.030 -3.375 -1.287 0.000
H -3.168 -3.943 -3.558 0.000
H -1.567 -2.316 -4.654 0.000
F 2.627 2.980 2.732 0.000
C 1.758 2.396 1.913 -0.006
C 0.515 2.046 2.393 0.004
C -0.393 1.452 1.521 -0.004
C -0.088 1.220 0.155 -0.106
C 1.233 1.559 -0.254 -0.015
C 2.139 2.151 0.601 0.007
H 0.252 2.263 3.422 0.001
H -1.405 1.269 1.863 -0.008
H 1.511 1.436 -1.296 -0.018
H 3.127 2.446 0.268 0.000
C -0.746 -1.560 2.474 0.000
Ge 0.606 -1.038 1.182 0.001
C 2.323 -0.753 1.984 -0.001
C 2.458 -0.536 3.357 0.001
C 3.720 -0.413 3.919 0.000
C 4.849 -0.508 3.114 0.000
C 4.721 -0.753 1.750 0.000
C 3.461 -0.877 1.184 0.000
C 0.856 -2.093 -0.424 0.005
C 1.055 -1.519 -1.650 0.013
C 1.352 -2.310 -2.785 0.002
C 1.442 -3.664 -2.661 0.000
C 1.282 -4.295 -1.400 0.000
C 1.437 -5.696 -1.253 0.000
C 1.333 -6.289 -0.029 0.000
C 1.071 -5.507 1.116 0.000
C 0.907 -4.157 1.004 0.000
C 0.998 -3.506 -0.256 -0.002
H -1.425 -2.278 2.023 0.000
H -1.309 -0.710 2.848 -0.001
H -0.215 -2.034 3.306 0.000
H 1.577 -0.463 3.987 0.000
H 3.824 -0.235 4.984 0.000
H 5.833 -0.391 3.552 0.000
H 5.605 -0.850 1.129 0.000
H 3.360 -1.073 0.122 0.000
H 1.006 -0.442 -1.755 -0.010
H 1.499 -1.828 -3.745 0.000
H 1.656 -4.281 -3.528 0.000
H 1.653 -6.290 -2.135 0.000
H 1.463 -7.359 0.073 0.000
H 1.007 -5.983 2.088 0.000
H 0.728 -3.572 1.898 0.000
```

As for the multiplicity: 3. Its total charge is +1. For the HOMO-LUMO gap (alpha / beta), the calculation gives 6.97 / 7.16 eV. The highest occupied orbital energy (alpha / beta) is -0.3811 / -0.3850 Eh.

Record 4
Molecular formula: C4H13N2O2
Method: DFT, ωB97M-V with the def2-TZVPD basis set

```
21
Properties=species:S:1:pos:R:3:mulliken_spin:R:1
C -0.957 -1.194 -1.650 0.028
C -2.029 0.270 -0.107 -0.013
C 1.542 2.027 0.885 -0.005
C 0.351 0.476 -0.452 0.915
N 0.864 -1.246 1.578 0.022
N -0.795 -0.163 -0.758 0.646
O 1.478 0.215 -1.052 0.001
O 0.335 1.393 0.393 0.130
H -0.068 -1.178 -2.468 0.006
H -1.058 -2.264 -1.211 0.087
H -1.965 -1.080 -2.257 0.048
H -1.646 0.827 0.754 0.003
H -2.521 0.990 -0.701 0.040
H -2.751 -0.498 0.221 0.023
H 2.324 1.447 1.249 0.011
H 1.225 2.631 1.695 0.004
H 1.684 2.509 -0.039 0.015
H 0.408 -2.175 1.536 -0.001
H 1.813 -1.354 1.667 0.000
H 0.280 -0.938 2.345 -0.001
H 1.487 -0.695 -1.625 0.040
```

As for the multiplicity: 3. Its total charge is +1. For the HOMO-LUMO gap (alpha / beta), the calculation gives 5.71 / 6.34 eV. The highest occupied orbital energy (alpha / beta) is -0.3178 / -0.5163 Eh.

Record 5
Molecular formula: CH3Cl2FN2OS2
Method: DFT, ωB97M-V with the def2-TZVPD basis set

```
12
Properties=species:S:1:pos:R:3:lowdin_charge:R:1
C 1.641 2.740 -0.206 -0.001
N 1.679 1.594 -0.662 -0.089
N -1.645 -1.743 -0.935 -0.938
O 1.622 0.046 1.657 -0.621
F 2.621 1.326 -1.704 -0.126
S -2.562 -3.130 -1.138 0.651
S 1.466 -0.773 0.439 0.378
Cl -1.122 -1.480 0.606 0.492
Cl 3.409 -1.266 0.036 0.165
H -2.499 -3.282 -2.511 -0.110
H 0.978 2.733 0.635 0.083
H 2.485 3.450 -0.399 0.117
```

For the HOMO-LUMO gap (alpha / beta), the calculation gives 8.20 / 7.14 eV. The highest occupied orbital energy (alpha / beta) is -0.3322 / -0.3085 Eh.

Record 6
Molecular formula: C6H12ClN
Method: DFT, ωB97M-V with the def2-TZVPD basis set

```
20
Properties=species:S:1:pos:R:3:lowdin_charge:R:1
H 2.741 -0.416 -2.085 0.062
N 1.781 -0.566 -1.761 0.091
C 1.416 -0.130 -0.658 -0.746
Cl 2.504 0.592 0.445 0.704
C -0.084 -0.405 0.205 -0.527
C 0.263 -1.516 1.163 -0.101
C -1.177 -1.052 -0.788 -0.044
C -0.570 0.910 0.744 -0.248
C -0.548 2.153 -0.243 -0.077
H -0.696 -1.781 1.638 0.086
H 0.560 -2.470 0.843 0.067
H 0.860 -1.121 2.070 0.104
H -1.959 -1.226 -0.081 0.051
H -1.571 -0.260 -1.564 0.111
H -0.598 -1.919 -1.193 0.084
H 0.000 1.089 1.623 0.077
H -1.682 0.852 0.973 0.131
H -0.833 2.018 -1.274 0.061
H 0.600 2.306 -0.336 0.067
H -1.007 2.942 0.278 0.046
```

For the HOMO-LUMO gap, the calculation gives 10.62 eV. The highest occupied orbital energy is -0.3592 Eh. The SMILES is [H]/N=C(\Cl)C(C)(C)CC.

Record 7
Molecular formula: C4H10NO
Method: DFT, ωB97M-V with the def2-TZVPD basis set

```
16
Properties=species:S:1:pos:R:3:lowdin_charge:R:1
C 1.175 2.313 -0.116 0.066
C 0.082 1.529 -0.075 -0.158
C -1.077 -2.114 0.155 -0.011
C 0.107 0.075 -0.345 -0.388
N -0.535 -0.825 0.703 0.000
O 1.390 -0.407 -0.500 0.019
H 1.186 3.337 0.310 0.100
H 2.147 1.885 -0.668 0.132
H -0.793 2.081 0.317 0.124
H -1.245 -2.839 0.892 0.072
H -2.033 -1.793 -0.427 0.125
H -0.204 -2.382 -0.623 0.152
H -1.000 -0.060 -1.813 0.283
H -1.306 -0.161 1.090 0.211
H 0.181 -1.035 1.445 0.204
H 1.924 0.397 -0.344 0.070
```

Its total charge is +1. For the HOMO-LUMO gap, the calculation gives 9.67 eV. The highest occupied orbital energy is -0.5213 Eh.

Number 1: M 73.1 g mol⁻¹. Number 2: M 754.8 g mol⁻¹. Number 3: M 988.0 g mol⁻¹. Number 4: M 121.2 g mol⁻¹. Number 5: M 213.1 g mol⁻¹. Number 6: M 133.6 g mol⁻¹. Number 7: M 88.1 g mol⁻¹.